Entry 1:
Formula: C5H10N2O2
Source: the Open Molecules 2025 dataset
Level of theory: wB97M-V/def2-TZVPD

Positions of all 19 atoms, in Å:
C (1.44264, 1.53398, 0.40238)
C (-1.63819, -1.29311, -0.04839)
C (-0.39123, -0.72018, -0.64346)
C (-0.28163, 1.27648, -0.26446)
N (0.97839, -2.38154, 0.25521)
C (-1.18348, 2.22615, -0.04652)
O (-0.46580, 0.42136, -1.38908)
O (2.22084, 0.49044, 0.31444)
N (0.76757, -1.31844, -0.62469)
H (1.66930, -0.50530, -0.58602)
H (1.14224, -2.00119, 1.18738)
H (1.76972, -2.93000, -0.05834)
H (1.69998, 2.37757, -0.25908)
H (1.17527, 1.85213, 1.41948)
H (-1.86157, -2.24857, -0.52979)
H (-1.50211, -1.48142, 1.01562)
H (-2.46023, -0.59904, -0.19891)
H (-1.00998, 2.97983, 0.70675)
H (-2.07175, 2.32085, -0.65251)

relative energy (zero: lowest compared OMol25 entry of this formula, charge and spin)	563.7	kJ/mol
highest occupied orbital energy	-8.29	eV
HOMO-LUMO gap	8.481	eV



Entry 2:
Formula: C5H10N2O2
Source: the Open Molecules 2025 dataset
Level of theory: wB97M-V/def2-TZVPD

Positions of all 19 atoms, in Å:
C (-1.80817, 0.54884, 1.01190)
C (-0.34127, 0.37652, 0.70393)
C (1.15032, -0.99598, 1.89341)
N (0.15951, -0.90511, 1.11447)
O (0.43893, 1.41815, 0.82681)
H (-1.92560, 0.85429, 2.05346)
H (-2.35273, -0.37912, 0.84140)
H (-2.21141, 1.32157, 0.35927)
H (1.55389, -1.98177, 2.10865)
H (1.61808, -0.13007, 2.36584)
C (1.27192, 0.67680, -1.42448)
C (-0.27271, 0.23417, -1.29691)
N (-0.15624, -1.10106, -1.68467)
O (-1.14177, 0.95615, -1.79037)
H (0.29275, -1.75801, -1.06241)
H (-0.86852, -1.46821, -2.30390)
H (1.08670, 1.44376, -0.22251)
H (2.00055, -0.03379, -1.03416)
H (1.50577, 0.92285, -2.45972)

relative energy (zero: lowest compared OMol25 entry of this formula, charge and spin)	579.0	kJ/mol
highest occupied orbital energy (spin up / spin down)	-8.66 / -8.68	eV
HOMO-LUMO gap (spin up / spin down)	7.118 / 7.132	eV



Entry 3:
Formula: C5H10N2O3
Source: the Open Molecules 2025 dataset
Level of theory: wB97M-V/def2-TZVPD

Positions of all 20 atoms, in Å:
C (2.72647, 0.19930, -0.24430)
N (1.31773, -0.08499, -0.15525)
C (0.73433, -0.63453, 1.04341)
C (-0.78527, -0.56841, 0.79101)
O (-1.43880, 0.02517, 1.84878)
O (-1.38270, -1.78871, 0.49987)
N (-0.86524, 0.15461, -0.49688)
C (-2.05570, 0.85614, -0.92519)
C (0.39467, 0.52737, -0.95601)
O (0.61860, 1.21588, -1.92358)
H (3.29558, -0.73363, -0.25028)
H (3.05833, 0.82106, 0.59519)
H (2.89785, 0.73959, -1.17504)
H (0.98006, -0.04028, 1.93083)
H (1.04922, -1.66997, 1.20136)
H (-2.35020, -0.29611, 1.85072)
H (-1.14451, -1.82450, -0.50751)
H (-1.83364, 1.32638, -1.88088)
H (-2.87472, 0.14324, -1.03370)
H (-2.34208, 1.63237, -0.21254)

relative energy (zero: lowest compared OMol25 entry of this formula, charge and spin)	63.0	kJ/mol
highest occupied orbital energy	-9.22	eV
HOMO-LUMO gap	9.854	eV



Entry 4:
Formula: C5H10N2O3
Source: the Open Molecules 2025 dataset
Level of theory: wB97M-V/def2-TZVPD

Positions of all 20 atoms, in Å:
C (1.72085, -1.06179, 0.98762)
C (0.88678, -0.49220, -0.17705)
N (1.66121, -0.73857, -1.37507)
C (0.71239, 1.04538, -0.09732)
O (1.49038, 1.80535, -0.63520)
N (-0.38414, 1.51300, 0.62859)
C (-1.49821, 0.69479, 0.97919)
C (-2.08427, -0.15478, -0.18112)
O (-2.42582, -1.29083, -0.12371)
O (-2.17564, 0.65495, -1.30184)
H (1.34675, -2.01900, 1.16986)
H (2.76243, -0.90311, 0.69178)
H (1.50086, -0.56569, 1.94882)
H (0.00571, -1.06342, -0.30279)
H (1.07747, -1.25748, -1.97287)
H (2.02813, 0.11056, -1.69532)
H (-0.62406, 2.45669, 0.33495)
H (-2.31167, 1.35277, 1.27816)
H (-1.24552, -0.01409, 1.72908)
H (-2.44363, -0.07251, -1.88576)

relative energy (zero: lowest compared OMol25 entry of this formula, charge and spin)	126.2	kJ/mol
highest occupied orbital energy	-9.20	eV
HOMO-LUMO gap	9.717	eV



Entry 5:
Formula: C5H10N2O3
Source: the Open Molecules 2025 dataset
Level of theory: wB97M-V/def2-TZVPD

Positions of all 20 atoms, in Å:
C (1.68159, -1.48060, 1.03232)
C (0.95454, -0.21053, 1.02446)
N (-0.07028, -0.01130, 0.00934)
C (-1.17858, 0.87072, -0.00411)
O (-1.38353, 1.98147, 0.48857)
C (-2.07101, 0.44611, -1.25885)
N (-1.66943, -0.76465, -2.08586)
C (2.04762, 0.89088, 0.98051)
O (3.29347, 0.70679, 1.05583)
O (1.53871, 2.03656, 1.05092)
H (2.39963, -1.32222, 0.09607)
H (2.11921, -1.68458, 2.04270)
H (0.94410, -2.37097, 0.55266)
H (0.55453, -0.22399, 2.18998)
H (-0.35500, -0.99557, -0.52783)
H (-3.24929, 0.70922, -1.01985)
H (-1.72358, 1.36029, -1.79349)
H (-2.55930, -1.39624, -2.08476)
H (-1.80239, -0.53632, -3.01736)
H (0.52899, 1.99494, 1.26875)

relative energy (zero: lowest compared OMol25 entry of this formula, charge and spin)	360.3	kJ/mol
highest occupied orbital energy	-9.81	eV
HOMO-LUMO gap	10.207	eV



Entry 6:
Formula: C5H10N2O3PS
Source: the Open Molecules 2025 dataset
Level of theory: wB97M-V/def2-TZVPD

Positions of all 22 atoms, in Å:
C (-0.29672, 1.77851, -1.65920)
C (0.00245, -0.50556, -0.51466)
C (0.55800, -0.32971, 1.94485)
C (-0.44842, 2.18300, -3.07848)
C (-0.29101, -2.96762, 0.63451)
N (-0.20477, 0.33419, -1.62425)
N (-0.17435, -0.04373, 0.78242)
O (-0.34410, 2.42649, -0.65586)
O (1.32995, -1.26696, 2.00036)
O (0.08470, 0.39580, 2.94775)
P (0.77660, -0.33893, 4.43738)
S (0.22010, -2.19087, -0.88242)
H (0.15968, 3.17996, -3.11923)
H (-1.41794, 2.35835, -3.43202)
H (0.03872, 1.51896, -3.73024)
H (-0.71289, -2.18869, 1.26614)
H (0.56620, -3.52377, 1.00641)
H (-0.87194, -3.90942, 0.19001)
H (-0.34364, -0.08736, -2.55432)
H (-0.56900, 0.90775, 0.78194)
H (-0.14162, 0.50667, 5.12986)
H (1.59511, 0.64485, 4.60604)

charge	+1
relative energy (zero: lowest compared OMol25 entry of this formula, charge and spin)	0.0	kJ/mol
highest occupied orbital energy	-13.73	eV
HOMO-LUMO gap	8.847	eV



Entry 7:
Formula: C5H10N2O3S
Source: the Open Molecules 2025 dataset
Level of theory: wB97M-V/def2-TZVPD

Positions of all 21 atoms, in Å:
C (-0.78025, 1.76401, 0.95624)
C (-0.99325, 0.86887, -0.30926)
C (-2.24571, -0.02282, -0.25735)
N (-1.74716, -1.31865, 0.22343)
C (-0.42711, -1.44648, 0.10122)
O (0.22119, -2.42572, 0.20487)
N (0.09801, -0.13337, -0.26922)
S (1.68438, 0.23391, -0.00109)
C (2.60385, -1.00438, -0.78365)
O (1.91337, 0.01157, 1.42581)
O (1.99342, 1.42629, -0.63878)
H (0.15704, 2.17622, 1.15341)
H (-0.99443, 1.26484, 1.80019)
H (-1.37406, 2.57192, 0.79145)
H (-1.06514, 1.58823, -1.08670)
H (-2.91900, 0.49931, 0.30319)
H (-2.67153, -0.01596, -1.36207)
H (-2.28400, -2.02833, 0.77641)
H (3.68781, -0.98111, -0.50501)
H (2.39131, -2.04943, -0.64211)
H (2.75128, -0.97892, -1.88099)

relative energy (zero: lowest compared OMol25 entry of this formula, charge and spin)	259.4	kJ/mol
highest occupied orbital energy	-9.79	eV
HOMO-LUMO gap	10.449	eV



Entry 8:
Formula: C5H10N2S
Source: the Open Molecules 2025 dataset
Level of theory: wB97M-V/def2-TZVPD

Positions of all 18 atoms, in Å:
C (1.01080, 2.01290, -1.28259)
C (-0.06236, 1.13330, -1.50709)
C (0.00951, -0.35290, -0.66697)
C (1.34388, -0.54119, 0.15843)
N (-1.06494, -0.65587, 0.23120)
N (-1.08269, -2.10895, 0.72472)
C (-1.34031, 0.21067, 1.20493)
S (-1.84209, 0.09410, 2.86599)
H (2.00989, 1.69531, -1.06953)
H (0.74796, 2.90051, -1.82785)
H (-1.04484, 1.44184, -1.58043)
H (0.00386, -0.99907, -1.64551)
H (1.34103, -1.51252, 0.82833)
H (2.19026, -0.70563, -0.48653)
H (1.68537, 0.40898, 0.77922)
H (-0.55493, -2.10893, 1.74988)
H (-2.09673, -2.17448, 0.88775)
H (-1.25368, 1.26194, 0.63606)

relative energy (zero: lowest compared OMol25 entry of this formula, charge and spin)	475.0	kJ/mol
highest occupied orbital energy	-8.51	eV
HOMO-LUMO gap	8.976	eV



Entry 9:
Formula: C5H10N2S
Source: the Open Molecules 2025 dataset
Level of theory: wB97M-V/def2-TZVPD

Positions of all 18 atoms, in Å:
H (2.47183, -1.84335, 2.18339)
N (1.75562, -2.09737, 1.53151)
C (1.30310, -1.08892, 0.82839)
N (1.75239, 0.19240, 0.64624)
C (0.24064, -1.47768, -0.14258)
C (-0.63544, -0.73352, -0.84071)
C (-1.06822, 0.72082, -0.79819)
C (-1.75632, 1.26158, 0.50387)
S (0.12488, 1.81566, -1.53255)
H (2.80283, 0.59868, 0.83660)
H (1.18428, 0.91507, -0.00869)
H (-0.03949, -2.52788, -0.25349)
H (-1.42174, -1.27569, -1.46615)
H (-1.89512, 0.83649, -1.45074)
H (-2.95113, 0.69495, 0.45696)
H (-1.84942, 2.36791, 0.59817)
H (-1.00268, 0.78165, 1.40131)
H (0.98402, 0.85919, -2.49334)

relative energy (zero: lowest compared OMol25 entry of this formula, charge and spin)	397.6	kJ/mol
highest occupied orbital energy	-8.85	eV
HOMO-LUMO gap	9.081	eV



Entry 10:
Formula: C5H10N2S
Source: the Open Molecules 2025 dataset
Level of theory: wB97M-V/def2-TZVPD

Positions of all 18 atoms, in Å:
S (-2.15297, -0.61845, -0.09758)
C (-0.74923, 0.63764, 0.22743)
C (0.01382, 0.44665, 1.53634)
N (0.99080, -0.61787, 1.31937)
C (2.09044, 0.02295, 0.47783)
C (1.45840, 0.46767, -0.81904)
N (0.62393, -0.35624, -1.63837)
C (0.10288, 0.73111, -0.92615)
H (-1.72344, -0.87716, -1.60429)
H (-1.00252, 1.69136, 0.29366)
H (-0.65307, 0.38489, 2.52367)
H (0.70170, 1.37094, 1.66025)
H (0.52102, -1.32384, 0.62806)
H (2.46244, 1.06055, 0.79683)
H (2.70513, -0.84403, 0.51517)
H (2.47485, 1.08271, -1.15778)
H (0.33571, -1.21874, -1.30617)
H (-0.17516, 1.55110, -1.53365)

relative energy (zero: lowest compared OMol25 entry of this formula, charge and spin)	465.0	kJ/mol
highest occupied orbital energy	-9.00	eV
HOMO-LUMO gap	9.607	eV



Entry 11:
Formula: C5H10N2S2
Source: the Open Molecules 2025 dataset
Level of theory: wB97M-V/def2-TZVPD

Positions of all 19 atoms, in Å:
N (0.69344, 1.27481, -1.52434)
N (0.36808, 0.12934, -0.84482)
C (1.49650, -0.67261, -0.35349)
C (0.98361, -1.40302, 0.90112)
C (-0.47039, -0.92547, 1.05940)
C (-0.69826, 0.28807, 0.21037)
S (-0.62615, 1.94378, 1.11437)
C (-2.05937, 0.42713, -0.43989)
S (-3.19402, -0.75196, -0.38943)
H (1.23359, 0.99767, -2.29751)
H (1.17100, 2.03550, -0.85766)
H (2.36789, -0.06369, -0.06128)
H (1.72063, -1.40172, -1.07751)
H (1.63781, -1.07722, 1.65332)
H (1.04015, -2.48144, 0.89379)
H (-1.31626, -1.61861, 0.63883)
H (-0.61348, -0.68036, 2.09443)
H (-1.43655, 2.70678, 0.20082)
H (-2.29824, 1.27300, -0.92052)

relative energy (zero: lowest compared OMol25 entry of this formula, charge and spin)	266.1	kJ/mol
highest occupied orbital energy	-8.40	eV
HOMO-LUMO gap	8.067	eV



Entry 12:
Formula: C5H10N3
Source: the Open Molecules 2025 dataset
Level of theory: wB97M-V/def2-TZVPD

Positions of all 18 atoms, in Å:
H (0.87495, -2.40535, 0.38908)
N (-0.09714, -2.17856, 0.45230)
C (-0.45633, -1.01805, 0.19566)
C (-1.82456, -0.53765, 0.51626)
C (-1.89093, 0.90948, -0.08427)
N (-0.69664, 1.28328, -0.40124)
C (0.30642, 0.24810, -0.19795)
C (1.33484, 0.67133, 0.94190)
N (1.18751, 0.09776, -1.53107)
H (-2.06514, -0.52716, 1.52462)
H (-2.50431, -1.17022, 0.10497)
H (-2.78836, 1.50343, -0.06464)
H (1.18573, 1.71560, 1.15823)
H (2.35256, 0.57100, 0.60723)
H (1.18251, 0.10696, 1.82656)
H (1.13106, 1.09627, -1.72523)
H (0.55848, -0.33340, -2.22448)
H (2.20933, -0.03281, -1.48793)

charge	+1
relative energy (zero: lowest compared OMol25 entry of this formula, charge and spin)	262.5	kJ/mol
highest occupied orbital energy	-13.77	eV
HOMO-LUMO gap	10.010	eV